Record 1
Molecular formula: C28H15BrCl6F10MgN4O4
Method: DFT, the ωB97M-V functional and the def2-TZVPD basis

Computed properties:
Charge: -2
Gap between HOMO and LUMO, eV: 6.053
LUMO level, eV: 3.972

Structure (XYZ):
```
69
C28H15BrCl6F10MgN4O4 (the ωB97M-V functional and the def2-TZVPD basis)
Br 4.954 -3.437 1.894
Cl 4.327 -0.398 -3.559
Cl 1.971 -2.046 -3.778
Cl 3.688 -2.280 -1.462
Cl -0.860 -3.014 -2.398
Cl -3.003 -4.341 -3.825
Cl -1.680 -5.686 -1.615
Mg 0.035 0.266 0.153
F -3.147 -2.743 2.631
F -1.540 -0.256 -2.190
F 0.088 4.176 -2.836
F -0.283 3.897 -5.441
F 1.084 -5.237 0.313
F -1.167 1.546 -6.533
F -3.014 -5.359 2.617
F 1.065 -2.579 0.407
F -0.946 -6.702 1.426
F -1.786 -0.529 -4.846
O 1.088 -0.611 -1.377
O 1.576 0.715 1.281
O 2.573 1.049 -1.781
O 2.365 2.442 2.468
N -4.052 -3.195 -0.629
N -0.966 -1.114 1.502
N -0.519 1.941 -1.024
N -1.437 1.627 1.381
C 3.751 -0.855 1.963
C 0.016 -3.229 0.926
C -0.405 2.989 -3.268
C -1.992 -4.667 2.076
C -2.027 -3.284 2.092
C 5.941 0.382 3.153
C 4.893 -1.571 2.274
C -1.686 -0.459 2.593
C 5.997 -0.975 2.860
C -0.963 -5.351 1.470
C 4.797 1.112 2.869
C -0.562 3.196 -0.303
C 0.047 -4.603 0.885
C -3.225 -3.570 -1.329
C -1.286 1.008 2.684
C 2.130 -0.079 -1.852
C -1.136 0.761 -2.982
C -1.025 -2.463 1.516
C 2.444 1.311 1.979
C -0.745 2.896 1.201
C -1.299 0.619 -4.337
C -0.653 1.941 -2.349
C -1.017 1.675 -5.193
C -2.211 -4.108 -2.237
C 3.703 0.500 2.272
C -2.812 1.684 0.926
C -0.579 2.857 -4.633
C 3.003 -1.144 -2.644
H -3.438 2.280 1.613
H 4.722 2.166 3.101
H 2.897 -1.321 1.490
H 0.348 3.797 -0.408
H -2.843 2.133 -0.064
H -1.451 -0.934 3.557
H -1.392 3.824 -0.666
H -1.289 3.725 1.686
H -0.235 1.093 2.966
H 6.799 0.864 3.609
H 6.879 -1.560 3.082
H -3.236 0.683 0.846
H -2.775 -0.516 2.493
H -1.895 1.510 3.458
H 0.231 2.811 1.678
```

---

Record 2
Molecular formula: C8H20ClIN2OPSY
Method: DFT, the ωB97M-V functional and the def2-TZVPD basis

Computed properties:
ΔE to the lowest compared entry with this formula, charge and spin, kJ/mol: 0.00
Charge: +2
Gap between HOMO and LUMO, eV: 8.229
LUMO level, eV: -7.629

Structure (XYZ):
```
36
C8H20ClIN2OPSY (the ωB97M-V functional and the def2-TZVPD basis)
I 1.845 2.350 -1.340
Y 0.316 0.505 0.322
Cl 1.451 -0.271 2.391
S -2.075 1.665 0.363
P 1.012 -1.619 -1.300
O -1.020 0.855 -3.088
N -4.103 0.772 1.851
N -2.407 1.844 3.057
C 0.789 -1.814 -3.090
C -0.576 0.676 -2.035
C -2.906 1.368 1.891
C 0.175 -3.107 -0.642
C 2.807 -1.966 -1.149
C 3.905 2.916 -0.724
C -4.892 0.264 2.977
C -3.216 2.647 3.997
H 3.375 -1.179 -1.675
H 3.103 -1.938 -0.088
H -2.755 3.640 4.088
H 0.611 -4.027 -1.055
H 4.152 2.430 0.225
H -4.239 2.749 3.618
H -0.887 -3.053 -0.920
H 0.241 -3.123 0.454
H 3.903 4.008 -0.651
H -3.209 2.161 4.985
H 1.263 -2.745 -3.439
H 4.565 2.596 -1.534
H -0.285 -1.836 -3.314
H -1.419 2.084 3.020
H -5.191 -0.754 2.713
H 3.068 -2.949 -1.586
H -5.790 0.885 3.093
H -4.311 0.372 0.935
H -4.342 0.253 3.930
H 1.230 -0.957 -3.611
```

---

Record 3
Molecular formula: C2H8S2Si2
Method: DFT, the ωB97M-V functional and the def2-TZVPD basis

Computed properties:
ΔE to the lowest compared entry with this formula, charge and spin, kJ/mol: 72.82
Gap between HOMO and LUMO, eV: 9.520
Structure (SMILES): C1CS[SiH2][SiH2]S1
LUMO level, eV: 0.508

Structure (XYZ):
```
14
C2H8S2Si2 (the ωB97M-V functional and the def2-TZVPD basis)
S -2.084 0.325 0.217
S 1.995 0.549 -0.245
Si 1.001 -1.304 0.458
Si -1.103 -1.438 -0.411
C 0.476 1.454 -0.601
C -0.516 1.383 0.537
H 0.190 1.180 -1.656
H -0.946 -1.766 -1.773
H 1.219 -1.404 1.876
H -0.031 1.089 1.399
H -1.873 -2.467 0.423
H 1.606 -2.375 -0.332
H 0.909 2.435 -0.639
H -0.843 2.338 0.747
```

---

Record 4
Molecular formula: C3H7O3
Method: DFT, the ωB97M-V functional and the def2-TZVPD basis

Computed properties:
ΔE to the lowest compared entry with this formula, charge and spin, kJ/mol: 186.80
Charge: -1
Gap between HOMO and LUMO, eV: 8.295
LUMO level, eV: 4.078

Structure (XYZ):
```
13
C3H7O3 (the ωB97M-V functional and the def2-TZVPD basis)
O -0.263 2.473 1.265
O 1.541 -1.352 -1.428
O 0.600 -0.190 0.250
C -1.518 1.905 0.694
C 0.715 -1.143 -0.490
C -0.546 -2.058 -0.481
H 0.424 1.630 0.931
H -2.149 2.851 0.694
H -1.151 -1.686 -1.262
H -1.229 1.816 -0.358
H -0.895 -2.190 0.536
H -0.202 -3.033 -0.788
H -1.725 0.936 1.207
```

---

Record 5
Molecular formula: C3H6O
Method: DFT, the ωB97M-V functional and the def2-TZVPD basis

Computed properties:
ΔE to the lowest compared entry with this formula, charge and spin, kJ/mol: 102.78
Gap between HOMO and LUMO, eV: 10.267
Structure (SMILES): C=C=O.C
LUMO level, eV: 0.898

Structure (XYZ):
```
10
C3H6O (the ωB97M-V functional and the def2-TZVPD basis)
O 0.454 -1.653 1.466
C -0.540 -1.097 1.211
C -1.660 -0.472 0.926
C 1.192 0.731 -1.045
H -1.628 0.406 0.293
H -2.595 -0.837 1.330
H 1.201 1.708 -1.535
H 0.295 0.181 -1.343
H 1.204 0.871 0.040
H 2.076 0.163 -1.342
```

---

Record 6
Molecular formula: C4H14O2
Method: DFT, the ωB97M-V functional and the def2-TZVPD basis

Computed properties:
Multiplicity: 2
ΔE to the lowest compared entry with this formula, charge and spin, kJ/mol: 145.34
Charge: -1
Gap between HOMO and LUMO (spin up / spin down), eV: 2.485 / 10.642
LUMO level (spin up / spin down), eV: 3.680 / 3.600

Structure (XYZ):
```
20
C4H14O2 (the ωB97M-V functional and the def2-TZVPD basis)
O -3.154 -0.475 0.163
O 0.414 2.547 0.751
C 0.073 -0.154 -0.379
C 0.395 0.362 -1.810
C 1.221 -2.056 0.820
C 1.328 -0.550 0.412
H 0.841 1.781 0.350
H 2.171 -0.421 -0.329
H 2.034 -2.135 1.481
H 0.223 -2.289 1.281
H 1.147 -0.453 -2.192
H 1.759 0.241 1.128
H 1.243 -2.791 -0.067
H -0.618 0.406 0.220
H -2.410 -0.966 0.592
H -3.042 0.382 0.444
H -0.440 -1.126 -0.638
H -0.514 0.453 -2.399
H 0.463 3.402 0.371
H 0.959 1.331 -1.811
```

---

Record 7
Molecular formula: C18H30AgF6O18PS3
Method: DFT, the ωB97M-V functional and the def2-TZVPD basis

Computed properties:
ΔE to the lowest compared entry with this formula, charge and spin, kJ/mol: 0.00
Gap between HOMO and LUMO, eV: 6.521
LUMO level, eV: -3.149

Structure (XYZ):
```
77
C18H30AgF6O18PS3 (the ωB97M-V functional and the def2-TZVPD basis)
Ag 0.030 2.613 4.271
S 0.435 -5.739 -0.092
S -0.807 -0.555 -4.750
S 4.242 4.623 -0.814
P 0.690 0.140 1.086
F 1.699 1.032 0.196
F 1.972 -0.400 1.928
F -0.259 -0.749 2.027
F -0.559 0.699 0.279
F 0.544 1.404 2.144
F 0.849 -1.072 0.036
O 1.872 -5.059 -0.086
O 0.568 -7.116 0.117
O 4.277 5.937 -0.281
O 0.380 0.588 5.118
O -2.130 -0.184 -5.055
O -0.313 -5.236 -1.185
O 2.846 3.954 -0.426
O -5.266 -0.654 -2.264
O 0.123 -0.944 6.687
O -1.953 3.509 -2.286
O -0.655 -0.693 -3.175
O 5.136 3.695 0.149
O -2.434 3.044 -4.425
O 4.562 4.412 -2.164
O -7.005 -0.647 -0.879
O -0.594 -2.107 -5.057
O -0.038 -5.070 1.261
O 0.249 0.207 -5.297
C 0.147 -2.392 6.786
C 2.946 3.596 0.946
C 0.451 -0.576 5.453
C 0.573 -3.774 1.416
C 0.317 4.084 -2.448
C -0.137 3.590 -3.818
C 1.650 -3.702 0.330
C -0.758 3.544 -1.506
C -1.631 3.345 -3.597
C -3.939 -0.124 -2.361
C -3.694 0.690 -1.079
C -0.309 -2.886 -3.906
C 1.190 -2.799 5.750
C -5.883 -0.308 -1.115
C 4.315 2.948 1.052
C -4.961 0.509 -0.229
C -0.022 -1.916 -2.771
C 0.932 -1.751 4.653
H 0.292 2.621 -4.076
H 2.094 3.003 1.256
H -5.447 1.459 -0.027
H 1.284 3.668 -2.172
H -0.181 -3.010 1.240
H 0.009 4.277 -4.644
H -3.235 -0.948 -2.450
H 1.819 -1.608 4.049
H -0.887 4.181 -0.631
H -0.472 -2.205 -1.826
H 2.553 -3.163 0.602
H 4.677 2.955 2.078
H -3.558 1.752 -1.289
H 4.283 1.911 0.714
H -1.105 -3.600 -3.690
H 0.950 -3.709 2.433
H 2.913 4.465 1.619
H -0.472 2.562 -1.128
H -4.748 -0.049 0.679
H -2.782 0.404 -0.559
H 1.291 -3.178 -0.555
H 1.038 -1.722 -2.606
H 0.444 5.163 -2.361
H 2.172 -2.644 6.193
H 0.077 -2.050 4.040
H 0.429 -2.630 7.808
H 1.012 -3.827 5.446
H 0.554 -3.514 -4.138
H -3.803 0.531 -3.219
H -0.846 -2.800 6.598
```

---

Record 8
Molecular formula: C26H43As3AuN4PS3
Method: DFT, the ωB97M-V functional and the def2-TZVPD basis

Computed properties:
ΔE to the lowest compared entry with this formula, charge and spin, kJ/mol: 0.00
Charge: +2
Gap between HOMO and LUMO, eV: 6.177
LUMO level, eV: -6.858

Structure (XYZ):
```
81
C26H43As3AuN4PS3 (the ωB97M-V functional and the def2-TZVPD basis)
Au 0.046 -0.379 0.760
As -1.772 -2.035 0.605
As -5.760 -2.743 4.195
As -0.199 -0.206 3.186
S 1.710 1.280 1.041
S 0.464 -0.689 -1.534
S 3.336 1.146 -1.989
P 3.476 0.880 -0.070
N 0.212 2.160 -4.125
N -0.347 1.962 -2.010
N 0.486 0.917 -3.648
N -0.798 2.272 -0.729
C 0.164 1.581 3.818
C 5.866 4.077 0.685
C 5.238 -3.220 0.976
C 0.168 0.770 -2.369
C -3.223 -1.707 1.852
C 4.101 -0.748 0.400
C 4.548 2.072 0.752
C -2.907 -1.594 3.350
C 3.939 -2.947 1.373
C 6.214 3.889 2.013
C 5.973 -2.258 0.295
C -0.769 4.197 -3.115
C -4.240 -1.421 4.106
C 3.375 -1.711 1.088
C 5.028 3.172 0.050
C 0.821 -1.310 4.390
C -1.295 -3.901 0.759
C 5.410 -1.028 0.006
C -2.170 -2.828 3.856
C 5.732 2.792 2.718
C -0.286 2.799 -3.115
C -5.447 -4.099 2.799
C -2.092 -0.321 3.638
C -2.713 -1.967 -1.073
C 4.901 1.883 2.090
C -5.093 -3.814 5.696
H -4.960 -3.169 6.564
H -1.641 2.830 -0.814
H -2.759 -3.729 3.707
H -1.854 4.237 -2.999
H 4.753 3.304 -0.988
H -0.527 -4.068 1.509
H 0.946 0.240 -4.238
H -1.214 -2.977 3.347
H 6.250 4.928 0.139
H 2.365 -1.495 1.422
H 5.683 -4.179 1.201
H -3.523 -2.695 -1.025
H -0.308 4.774 -2.313
H -2.126 -0.107 4.711
H 1.212 1.662 4.093
H 6.867 4.598 2.504
H -4.159 -4.329 5.479
H 6.988 -2.468 -0.012
H -5.851 -4.556 5.943
H 4.540 1.017 2.632
H -0.469 1.750 4.689
H -6.134 -4.910 3.047
H -3.901 -2.546 1.687
H -0.074 2.797 -0.243
H -0.930 -4.240 -0.209
H -0.509 4.650 -4.068
H 6.015 2.645 3.751
H -5.736 -3.726 1.816
H -3.119 -0.969 -1.229
H -4.713 -0.495 3.766
H 5.986 -0.285 -0.533
H 0.720 -2.369 4.177
H 1.868 -1.018 4.317
H -3.731 -0.808 1.493
H -2.203 -4.445 1.022
H -2.538 0.542 3.132
H -1.965 -2.744 4.925
H 3.370 -3.694 1.910
H 0.440 -1.083 5.386
H -4.010 -1.272 5.166
H -2.037 -2.214 -1.887
H -4.442 -4.519 2.764
H -0.052 2.317 3.048
```

---

Record 9
Molecular formula: C5H18NO6
Method: DFT, the ωB97M-V functional and the def2-TZVPD basis

Computed properties:
ΔE to the lowest compared entry with this formula, charge and spin, kJ/mol: 355.09
Charge: -1
Gap between HOMO and LUMO, eV: 8.247
LUMO level, eV: 3.450

Structure (XYZ):
```
30
C5H18NO6 (the ωB97M-V functional and the def2-TZVPD basis)
O 1.998 1.977 1.025
O 1.151 -1.743 -1.575
O -2.166 0.578 -1.909
O 2.742 -0.887 0.476
O -2.005 -1.257 0.722
O -1.772 -2.843 -1.671
N 0.107 0.867 0.149
C -1.476 1.539 1.967
C 1.664 1.813 -1.281
C 1.233 1.607 0.152
C -0.442 0.557 1.399
C -0.957 -0.949 1.554
H 2.381 2.666 -1.357
H 2.401 -0.210 1.213
H -1.610 -3.144 -0.804
H -1.822 -0.221 -2.095
H -1.405 -1.240 2.627
H 0.926 2.283 -1.934
H -1.361 0.825 -1.385
H 0.439 0.635 2.211
H -2.145 1.695 1.050
H 1.514 -2.214 -0.918
H 3.043 -0.138 -0.102
H 2.109 0.936 -1.806
H 1.152 -0.757 -1.256
H -1.008 2.430 2.161
H -0.016 -1.627 1.389
H -2.016 -0.688 -0.199
H -2.055 1.084 2.866
H -1.004 -2.386 -2.007
```

---

Record 10
Molecular formula: C52H43N5O2PtS
Method: DFT, the ωB97M-V functional and the def2-TZVPD basis

Computed properties:
Multiplicity: 5
ΔE to the lowest compared entry with this formula, charge and spin, kJ/mol: 2.60
Charge: +2
Gap between HOMO and LUMO (spin up / spin down), eV: 4.347 / 3.036
LUMO level (spin up / spin down), eV: -5.714 / -9.672

Structure (XYZ):
```
104
C52H43N5O2PtS (the ωB97M-V functional and the def2-TZVPD basis)
Pt -1.495 -0.319 -0.801
S 5.955 1.019 2.750
O -0.838 0.754 -2.232
O -2.128 -1.594 0.460
N -1.803 1.289 0.462
N 2.069 -0.483 1.079
N -1.427 -1.879 -2.125
N 1.332 -1.452 -1.838
N 8.323 -1.871 5.214
C 2.989 3.518 -0.661
C 3.492 1.273 1.841
C -1.051 -2.273 -4.494
C 4.254 -1.020 1.901
C -0.997 3.477 -6.332
C -1.363 -5.216 3.588
C -0.594 -1.881 -3.202
C 1.826 4.105 -0.192
C 6.804 -0.166 3.666
C -1.351 1.780 -4.661
C -0.180 -2.100 -5.594
C -2.658 -2.528 -2.261
C 7.003 -2.038 5.113
C -2.712 -3.822 2.170
C -6.335 -0.134 2.783
C -5.468 -0.539 3.789
C 0.777 -1.547 -3.050
C 0.585 3.669 -0.652
C -2.709 3.462 0.755
C -0.813 2.171 -2.218
C 8.184 0.038 3.787
C -2.788 3.261 2.119
C -2.327 2.067 2.645
C -0.884 -2.866 3.388
C -4.191 -0.974 3.473
C 1.673 2.050 -2.037
C -0.597 -4.115 3.930
C 0.493 2.636 -1.575
C -3.761 -1.001 2.148
C -2.339 -2.795 -4.624
C 1.625 -1.351 -4.205
C -3.115 -2.973 -3.454
C 4.480 0.336 2.159
C -2.424 -5.066 2.702
C 6.188 -1.222 4.351
C 8.895 -0.860 4.568
C -2.200 2.465 -0.062
C 1.140 -1.614 -5.441
C -1.421 2.204 -5.981
C -1.945 -2.709 2.506
C 2.303 0.805 1.301
C -5.919 -0.177 1.462
C -2.086 2.696 -1.541
C -4.636 -0.607 1.144
C 2.908 2.484 -1.589
C -0.502 4.328 -5.355
C -0.848 2.628 -3.681
C 3.029 -1.369 1.366
C -1.398 -0.237 2.321
C -2.312 -1.381 1.852
C -0.426 3.905 -4.036
C -1.845 1.090 1.795
H -1.815 1.537 -6.738
H -1.054 3.805 -7.361
H 2.261 -1.076 -1.749
H 5.119 -1.368 4.337
H -5.792 -0.530 4.821
H -4.076 -3.466 -3.498
H -3.529 -1.315 4.261
H 3.954 3.890 -0.340
H -3.041 4.388 0.306
H -0.551 -2.333 -6.583
H -2.366 1.868 3.707
H -7.335 0.198 3.028
H -0.026 4.576 -3.286
H -0.271 -2.022 3.678
H -1.683 0.785 -4.396
H -4.330 -0.648 0.106
H 8.686 0.853 3.283
H 3.814 2.047 -1.994
H -3.215 -2.638 -1.343
H -2.705 -3.101 -5.593
H -3.197 4.026 2.765
H -3.032 -5.920 2.435
H -1.406 -0.193 3.409
H 1.603 1.288 -2.803
H -1.145 -6.185 4.015
H -3.548 -3.705 1.491
H 6.578 -2.860 5.676
H 1.874 4.931 0.506
H 1.519 1.501 1.017
H 0.222 -4.222 4.629
H 2.642 -1.013 -4.050
H 1.757 -1.469 -6.317
H -2.929 2.223 -2.056
H 0.776 -1.507 -0.995
H 5.012 -1.770 2.079
H -0.380 -0.453 1.985
H -0.302 4.175 -0.297
H -2.183 3.766 -1.729
H 3.645 2.332 2.003
H 2.805 -2.408 1.159
H 9.967 -0.756 4.682
H -0.169 5.323 -5.619
H -6.597 0.115 0.670
```